Here is a cluster of 10 separate species, C26H75N3O17 in total at a distorted geometry from the OMol25 dataset. Energies are from wB97M-V/def2-TZVPD.

Geometry (Å):
C (-5.837, 1.899, -1.605)
O (-6.514, 3.009, -0.938)
C (-5.886, 3.478, 0.257)
C (-6.746, 4.473, 1.080)
C (-6.851, 5.884, 0.540)
N (-6.353, 4.544, 2.468)
H (-6.311, 1.663, -2.558)
H (-5.657, 0.976, -1.052)
H (-4.857, 2.309, -1.848)
H (-5.737, 2.577, 0.851)
H (-4.846, 3.781, 0.136)
H (-7.737, 4.022, 1.029)
H (-5.873, 6.356, 0.630)
H (-7.603, 6.467, 1.073)
H (-7.057, 5.917, -0.530)
H (-7.024, 5.211, 2.824)
H (-6.617, 3.679, 2.918)
C (-3.903, -1.410, 9.850)
O (-2.819, -0.810, 10.545)
C (-3.059, -0.269, 11.873)
C (-3.641, 1.143, 11.814)
C (-2.850, 2.016, 10.772)
N (-3.491, 1.952, 13.053)
H (-4.808, -0.833, 10.040)
H (-4.117, -2.414, 10.216)
H (-3.722, -1.604, 8.793)
H (-3.555, -0.959, 12.556)
H (-2.044, -0.270, 12.270)
H (-4.657, 1.134, 11.418)
H (-1.967, 2.404, 11.279)
H (-3.474, 2.847, 10.443)
H (-2.443, 1.485, 9.912)
H (-4.455, 2.099, 13.316)
H (-3.173, 2.896, 12.883)
C (3.195, -5.730, 4.560)
O (1.924, -6.069, 5.042)
C (1.131, -6.870, 4.147)
C (-0.281, -6.982, 4.788)
C (-0.364, -7.795, 6.155)
N (-1.176, -7.547, 3.853)
H (3.787, -6.642, 4.620)
H (3.671, -5.068, 5.284)
H (3.121, -5.249, 3.585)
H (0.969, -6.323, 3.218)
H (1.562, -7.846, 3.923)
H (-0.527, -5.942, 5.002)
H (-1.415, -7.877, 6.432)
H (0.261, -7.311, 6.906)
H (-0.022, -8.829, 6.118)
H (-2.055, -7.216, 4.225)
H (-1.166, -6.923, 3.059)
O (-10.988, -1.212, 0.069)
C (-9.971, -0.263, 0.506)
C (-9.257, -0.874, 1.674)
O (-10.267, -0.903, 2.690)
H (-11.693, -1.259, 0.718)
H (-9.386, -0.131, -0.404)
H (-10.528, 0.642, 0.753)
H (-8.454, -0.217, 2.009)
H (-8.872, -1.861, 1.415)
H (-10.867, -1.637, 2.538)
O (-5.258, -2.236, 4.700)
C (-4.408, -1.261, 4.092)
C (-3.411, -1.747, 3.046)
O (-3.993, -2.069, 1.824)
H (-6.120, -1.834, 4.832)
H (-5.071, -0.513, 3.655)
H (-3.806, -0.814, 4.883)
H (-2.772, -2.506, 3.496)
H (-2.665, -0.971, 2.878)
H (-3.538, -2.843, 1.483)
O (-2.900, -5.593, -0.679)
C (-4.053, -5.779, -1.341)
C (-3.996, -6.911, -2.415)
O (-3.875, -8.128, -1.726)
H (-2.177, -5.483, -1.301)
H (-4.851, -6.041, -0.646)
H (-4.309, -4.823, -1.797)
H (-3.105, -6.893, -3.043)
H (-4.783, -6.975, -3.165)
H (-3.132, -8.591, -2.121)
O (-1.984, 5.448, 3.224)
C (-1.265, 4.216, 3.422)
C (0.312, 4.526, 3.283)
O (0.533, 5.094, 1.990)
H (-2.908, 5.187, 3.201)
H (-1.582, 3.736, 4.348)
H (-1.602, 3.481, 2.692)
H (0.791, 3.547, 3.319)
H (0.747, 5.108, 4.096)
H (0.048, 5.922, 1.974)
O (-9.121, -0.657, 6.507)
C (-9.594, 0.400, 7.347)
C (-8.897, 1.770, 6.935)
O (-9.267, 2.255, 5.603)
H (-9.416, -0.468, 5.613)
H (-10.678, 0.508, 7.355)
H (-9.316, 0.054, 8.343)
H (-7.818, 1.639, 7.022)
H (-9.141, 2.604, 7.593)
H (-10.006, 2.851, 5.745)
O (1.570, -1.445, 4.604)
C (1.714, -1.059, 5.986)
C (0.549, -1.793, 6.754)
O (0.672, -1.682, 8.109)
H (2.375, -1.137, 4.181)
H (2.682, -1.395, 6.358)
H (1.588, 0.021, 5.911)
H (0.408, -2.847, 6.514)
H (-0.339, -1.205, 6.521)
H (-0.157, -1.290, 8.392)
O (-5.502, -6.068, 4.364)
C (-6.563, -6.272, 3.425)
C (-7.917, -6.123, 4.127)
O (-8.930, -6.832, 3.406)
H (-5.604, -5.128, 4.528)
H (-6.493, -5.529, 2.630)
H (-6.376, -7.277, 3.047)
H (-8.239, -5.108, 4.359)
H (-7.920, -6.646, 5.083)
H (-9.048, -7.733, 3.716)

Cartesian forces, eV/Å:
0.736 1.837 0.168
-0.271 -0.443 -0.317
0.279 -1.119 0.557
-0.743 -0.934 -1.660
0.784 -0.040 -0.667
0.292 0.025 0.276
-0.439 0.247 0.320
-0.500 0.122 0.604
0.354 -0.289 -0.211
-0.233 -0.170 0.712
0.112 0.724 -0.631
-0.384 -0.048 -0.258
0.026 0.244 0.291
0.031 0.004 0.005
-0.328 -0.211 0.036
0.195 0.313 0.651
0.151 -0.299 0.184
-0.523 -0.304 1.160
-0.144 -0.146 0.032
1.037 -0.327 -0.593
1.832 1.800 -1.669
0.233 -0.742 0.053
-1.637 -1.210 0.290
-0.195 0.113 -0.533
0.067 -0.212 0.485
0.381 0.831 -0.029
-0.699 -0.115 -0.309
0.057 0.579 0.127
-0.300 -0.237 0.453
0.037 0.157 0.072
0.065 0.017 -0.003
-0.446 -0.129 -0.066
-0.075 0.039 0.927
0.333 -0.122 -0.462
-0.027 -0.530 0.731
-1.024 -0.346 -0.172
-0.633 0.655 1.349
2.406 -0.499 2.034
0.459 0.642 -1.196
-1.435 0.257 -0.830
0.457 -0.055 -0.849
-0.265 0.308 -0.077
0.348 -0.155 -0.191
0.256 0.083 -0.361
0.238 -0.117 0.126
-0.080 0.227 0.370
0.017 0.381 0.300
-0.372 0.181 0.131
0.193 -0.017 -0.613
-0.953 -0.835 0.139
0.357 -0.155 -0.888
0.351 -0.014 -0.207
-1.194 -1.029 -1.379
-0.805 0.853 -0.061
0.569 -0.209 0.901
-0.022 0.251 0.012
0.303 0.215 0.252
0.612 0.301 0.265
0.017 -0.133 0.231
0.010 -0.028 0.108
0.214 -0.195 -0.045
0.366 -0.606 -0.384
-0.147 0.298 -0.042
0.392 0.386 1.090
-0.355 -0.646 -0.387
0.008 -0.035 0.022
0.295 0.329 -0.178
0.052 0.300 0.066
-0.366 -0.763 -0.104
-0.175 0.692 0.149
-0.143 -0.086 -0.221
2.483 -0.195 1.784
-2.238 -0.305 -2.624
0.784 0.198 0.205
-0.119 -0.956 0.366
0.058 0.046 -0.019
0.110 -0.057 0.143
-0.614 0.049 -0.475
0.378 1.052 -0.072
-0.690 0.469 0.443
-0.159 -0.256 0.294
0.437 -0.596 0.201
1.044 0.738 -0.015
-2.271 -1.051 -0.620
0.305 -0.319 0.789
-0.281 0.315 -0.107
0.530 0.311 0.635
0.516 0.087 -0.632
0.191 0.042 -0.239
-0.384 0.334 0.022
-0.172 0.129 -0.057
-0.404 0.415 0.181
1.101 0.792 -0.708
-0.906 -0.270 0.140
0.509 -0.989 0.884
-0.084 0.013 -0.320
-0.165 -0.056 -0.344
0.190 0.535 0.143
0.004 -0.087 -0.539
-0.149 -0.328 0.574
-0.066 -0.037 -0.144
0.268 -0.400 0.070
-1.204 -1.366 -0.720
0.152 1.437 -1.793
0.307 0.416 2.297
-0.058 -0.075 -0.320
0.038 0.282 0.264
0.133 0.123 1.214
0.361 0.069 -0.761
-0.328 -0.427 -0.905
0.288 -0.074 0.680
-0.442 0.585 -0.325
0.215 0.073 0.701
-0.461 -2.275 0.491
-0.627 0.865 -0.966
0.702 0.346 0.588
0.055 -0.172 -0.344
-0.574 0.068 -0.185
0.061 0.149 -0.558
0.826 0.317 0.383
0.341 0.177 0.211

Summary:
total energy = -2478.61751 Ha
energy above the lowest of the compared OMol25 structures with the same formula, charge and spin = 4.4549 eV
lowest unoccupied orbital energy = 0.07 eV
orbital gap = 0.3468 Eh
E_HOMO = -9.37 eV
F_max = 3.5 eV/A
SMILES = COC[C@H](C)N.COC[C@H](C)N.COC[C@H](C)N.OCCO.OCCO.OCCO.OCCO.OCCO.OCCO.OCCO